# 1
Entry from the OMol25 dataset: a 3-piece molecular cluster, C3H7NO3 overall (wB97M-V/def2-TZVPD).

Geometry (Å):
N -0.217 0.369 -1.955
C -0.550 -0.796 -1.968
O -1.025 -1.849 -1.994
H -0.130 1.017 -2.709
O -0.995 2.060 1.296
C -0.037 1.686 0.688
O 1.210 1.697 1.157
H -0.055 1.356 -0.462
H 1.205 1.879 2.116
C 0.110 -1.506 0.733
H 0.387 -1.562 1.784
H -0.436 -2.401 0.471
H 1.015 -1.401 0.144
H -0.483 -0.550 0.699

Cartesian forces (eV/Å) of the 3 atoms listed first:
0.4 -0.7 0.2
-1.0 1.1 -1.3
0.4 -0.7 0.3

HOMO energy: -0.3731 Ha
E_tot: -398.9686 hartree
Structure (SMILES): N=C=O.O=CO.C
Energy relative to the best compared isomer or geometry (same formula, charge and spin): 43.3 kcal per mole
Molecular weight: 105.093 g mol⁻¹


# 2
Entry from the OMol25 dataset: C3H7NO3 as an isolated structure (wB97M-V/def2-TZVPD).

Geometry (Å):
C 2.320 -0.071 0.249
C -0.395 0.656 -0.360
C -1.987 0.453 -0.051
H 2.098 -1.003 0.788
H 3.280 0.250 -0.146
H 1.932 0.876 0.867
H -0.435 -1.253 -0.588
H -2.823 1.246 -0.731
H -2.539 0.727 0.988
H -1.303 -1.410 0.571
N 0.317 -0.637 -0.227
O 1.598 -0.629 -0.755
O 0.210 1.728 -0.370
O -2.275 -0.933 -0.236

Cartesian forces (eV/Å) of the 3 atoms listed first:
0.7 1.1 3.9
0.8 1.7 2.5
-2.9 1.9 -0.2

HOMO energy: -0.3508 Ha
E_tot: -398.7209 hartree
Energy relative to the best compared isomer or geometry (same formula, charge and spin): 198.8 kcal per mole
Molecular weight: 105.093 g mol⁻¹


# 3
Entry from the OMol25 dataset: C3H7NO3 in the gas phase (wB97M-V/def2-TZVPD).

Geometry (Å):
C 0.736 -0.709 -0.088
C -0.329 -1.690 -0.300
N -0.452 1.405 -0.486
C 0.531 0.658 0.390
O -1.780 0.997 -0.267
O 1.753 1.372 0.292
O 0.032 0.392 1.579
H -1.799 1.002 0.715
H 1.666 2.113 0.907
H -0.278 1.338 -1.488
H 1.758 -1.007 -0.316
H -0.087 -2.389 -1.102
H -1.301 -1.212 -0.463
H -0.450 -2.268 0.625

Cartesian forces (eV/Å) of the 3 atoms listed first:
0.0 0.2 0.2
-0.5 0.2 0.1
0.7 0.6 0.6

HOMO energy (alpha / beta): -0.3125 / -0.3124 Ha
E_tot: -398.8205 hartree
Energy relative to the best compared isomer or geometry (same formula, charge and spin): 136.3 kcal per mole
Molecular weight: 105.093 g mol⁻¹


# 4
Entry from the OMol25 dataset: an isolated ion of composition C3H7NO3 and charge +1 (wB97M-V/def2-TZVPD).

Geometry (Å):
C 0.114 0.553 0.238
C -0.627 1.064 -1.011
O 0.364 1.434 -1.914
N -0.465 -0.537 0.923
C 0.225 -1.710 1.279
O 1.549 -1.644 1.175
O -0.388 -2.621 1.777
H 1.193 0.451 0.113
H 0.126 1.414 0.962
H -1.267 0.267 -1.419
H -1.280 1.889 -0.742
H 0.012 2.149 -2.464
H -1.451 -0.644 0.711
H 1.893 -2.065 0.372

Cartesian forces (eV/Å) of the 3 atoms listed first:
0.7 0.8 1.1
-0.6 -0.3 -0.2
-0.1 0.2 -0.1

HOMO energy (alpha / beta): -0.5710 / -0.5673 Ha
E_tot: -398.6273 hartree
Charge: +1
2S+1: 2
Energy relative to the best compared isomer or geometry (same formula, charge and spin): 26.9 kcal per mole
Molecular weight: 105.093 g mol⁻¹


Which formula does entry 3 have?
C3H7NO3